[1]
61
Properties=species:S:1:pos:R:3:forces:R:3:mulliken_charge:R:1 method="wB97M-V/def2-TZVPD" orbital_gap_ha=0.27202 charge=-2 e_above_lowest_kj_mol=279.3 e_tot_ha=-5279.41640 lumo_ev=3.40
F 3.092468 3.236193 -2.204056 -0.8 1.0 -0.5 -0.19
H -2.712785 3.994972 -0.016708 0.4 0.0 -0.3 0.34
Hf 0.238214 0.203556 0.079910 -0.3 -1.6 -0.7 2.78
C -2.128818 0.246079 -4.040895 0.7 -2.3 0.8 0.59
O 3.194517 -3.189473 -0.555355 -1.6 -0.8 -0.7 -0.64
F 0.281476 -4.582910 -0.248187 0.0 0.2 -0.3 -0.25
F -1.914180 1.845677 5.461928 -0.3 0.4 -0.9 -0.22
F -1.350356 2.653639 3.479386 0.0 1.0 0.4 -0.19
O -0.600049 -0.541002 -2.005059 0.3 1.7 2.2 -0.86
O 0.278947 -0.888667 -4.302764 -3.2 0.0 2.3 -0.69
F 2.419325 -3.463806 4.189401 -0.2 0.4 0.7 -0.25
F 1.654499 -5.593945 -1.566888 -0.3 1.0 -0.3 -0.23
F 0.029088 -4.358170 -2.406122 0.7 -0.4 0.6 -0.20
H -3.574655 3.234285 -1.388370 -0.3 0.2 0.0 0.30
S -0.992257 -0.009041 3.621602 0.7 -1.5 1.3 1.13
C -3.445859 3.241983 -0.306028 0.6 0.5 -0.2 -1.62
C -4.198165 0.925036 -0.026728 0.2 -1.2 0.1 -1.12
H -4.015873 -0.083417 0.344599 0.7 -0.2 -0.2 0.24
C -3.031650 1.887886 0.235063 -0.1 0.3 1.4 0.85
C 1.874687 -2.967687 3.085751 1.2 -0.1 -1.8 0.66
F 2.066356 -3.903872 2.140538 0.4 0.2 -0.2 -0.22
S -0.867293 -1.031803 -3.340656 2.7 -0.1 -3.7 1.15
O 0.058918 -0.260626 4.614255 -1.5 1.2 -1.3 -0.63
O 2.347651 -2.461096 -2.772857 -1.3 -2.1 2.4 -0.64
O 1.143141 2.044738 1.267643 -0.4 0.5 -0.8 -0.45
S 2.739366 -1.319891 2.541684 3.1 1.0 -0.8 1.03
H -1.297076 -1.887515 1.548008 -0.1 0.4 0.9 0.07
F 0.568702 -2.866806 3.173300 -0.9 0.6 0.9 -0.16
S 3.644796 0.633344 -1.469388 3.7 -4.4 -0.5 1.13
O 3.964353 -1.690498 1.798577 -2.7 0.0 1.8 -0.62
S 2.040788 -2.841082 -1.371129 3.7 1.5 -2.4 1.29
H 0.347156 2.078144 -2.643335 -0.3 -0.6 -0.4 0.17
O -0.497124 0.315491 2.264974 -0.6 0.6 0.0 -0.33
O 1.297190 -1.738712 -0.744220 -1.9 -0.3 0.8 -0.24
O 0.463724 1.941781 -1.703095 -0.1 0.4 0.8 -0.40
F -2.360589 0.085676 -5.325686 0.4 -0.1 -1.3 -0.24
H 0.773379 2.785895 -1.374754 0.2 0.2 0.0 0.14
O -1.533316 -2.301687 -3.267231 -0.5 0.2 -0.5 -0.72
O -1.790958 1.424422 -0.145331 2.7 -1.4 -0.8 -0.67
O 2.397520 0.559769 -0.731294 -2.1 1.5 1.5 -0.64
F -3.315329 0.024159 -3.471606 -0.3 0.8 0.8 -0.25
O 2.997438 -0.509326 3.742125 -0.9 -1.3 -1.1 -0.72
C 0.946890 -4.448019 -1.423727 -0.1 0.7 0.3 0.55
H -4.367865 0.855628 -1.101199 0.0 -0.1 -0.1 0.24
H 1.035519 2.941456 0.950535 -0.2 0.2 -0.2 0.20
O 1.728179 -0.675287 1.655190 -0.6 -0.1 0.0 -0.04
H -5.170296 1.058259 0.447940 0.0 1.2 0.1 0.37
H -1.348639 -2.438620 0.138925 0.3 -0.1 -0.8 0.17
O 3.510292 -0.043680 -2.754406 0.2 2.4 0.6 -0.68
F 4.608099 3.040578 -0.706408 0.4 1.7 3.1 -0.24
C -1.923330 1.676324 4.135076 -0.1 -3.7 -1.2 0.52
O -1.995391 -1.076884 3.564958 0.3 1.2 -0.1 -0.79
F -1.671071 1.472180 -3.866998 -0.2 0.9 0.5 -0.23
H 1.765464 2.119092 1.991122 0.4 -0.8 0.4 0.21
O 4.771604 0.063481 -0.664970 -2.0 2.6 -1.4 -0.68
F 5.123972 2.532458 -2.633266 -0.4 0.2 -1.0 -0.23
C 4.108580 2.533954 -1.757724 0.4 -4.4 -1.3 0.53
H -2.914210 2.188480 1.276187 -0.6 -0.8 0.8 -0.18
O -0.980467 -1.724682 0.659479 0.0 0.6 -0.2 -0.41
F -3.197943 1.501653 3.656765 0.9 0.8 1.1 -0.23
H -4.316753 3.551935 0.271515 -0.5 -0.1 -0.5 0.43

[2]
97
Properties=species:S:1:pos:R:3:forces:R:3:mulliken_charge:R:1 method="wB97M-V/def2-TZVPD" orbital_gap_ha=0.32053 charge=0 e_above_lowest_kj_mol=249.2 e_tot_ha=-2035.83866 lumo_ev=0.13
H 8.129720 22.015920 -16.738170 -0.7 0.1 0.1 0.30
C 2.890990 11.716260 -24.509650 2.0 0.6 0.5 -0.62
H 4.383190 15.271580 -22.906890 -0.1 0.0 -0.3 0.29
H 10.882050 18.385780 -10.592790 0.2 -0.1 -0.1 0.30
C 4.362820 8.106130 -18.335830 -0.7 2.1 0.1 -0.36
H 4.930640 11.227070 -24.556940 -0.2 0.1 -0.4 0.23
H 9.402220 10.290750 -20.792820 -0.2 -0.1 0.1 0.32
C 4.573200 14.291500 -22.469360 0.4 -0.5 0.7 -0.72
H 7.745360 9.641730 -27.103440 0.6 0.1 0.4 0.25
H 5.944870 6.724910 -10.790710 0.1 0.1 0.0 0.31
H 5.049110 7.859660 -25.593120 0.5 -0.3 0.0 0.45
C 6.693000 20.569710 -15.669860 2.7 -0.6 -1.2 -0.12
H 6.314450 10.311780 -9.867580 -0.2 0.1 -0.2 0.30
H 6.973360 21.816330 -14.327460 -0.2 0.3 0.4 0.30
H 3.307430 9.711890 -25.985030 0.1 -0.5 -0.5 0.37
H 7.161170 8.049720 -26.861170 0.1 -0.4 0.4 0.30
C 3.425800 13.133690 -24.186210 -1.4 -0.9 1.3 -0.64
H 2.676880 13.849950 -24.524130 0.2 0.3 -0.1 0.39
H 6.496750 18.671570 -9.603040 0.6 0.5 -0.3 0.22
C 2.859840 8.568810 -18.060970 1.5 -1.3 -0.4 -0.29
O 12.524010 15.122940 -16.102940 0.1 0.5 -0.3 -0.51
H 4.010800 9.928520 -10.533020 -0.1 0.0 0.4 0.31
H 5.133840 9.650300 -11.819500 0.2 0.1 -0.2 0.25
H 3.238660 8.928400 -24.398030 0.0 -0.5 -0.2 0.28
H 10.113210 11.030770 -21.905810 0.0 0.1 -0.2 0.31
C 3.855340 9.537380 -25.059050 1.2 0.1 0.4 -0.68
C 2.813750 18.873660 -11.451690 0.6 0.6 1.1 -0.80
N 6.092840 16.638660 -9.736100 0.1 0.9 0.8 -0.43
H 4.617560 14.400370 -21.385720 -0.1 0.1 0.0 0.23
H 4.064580 7.288500 -10.132970 -0.4 1.0 0.8 0.33
H 13.697660 13.695120 -17.853590 0.5 0.1 -0.4 0.30
O 3.225330 14.713500 -14.345520 0.2 0.0 -0.2 -0.62
H 2.900500 17.831460 -9.082180 0.2 0.1 0.9 0.45
C 8.313670 17.693840 -10.300690 -0.1 0.3 0.0 -0.49
C 13.886250 13.259140 -16.872540 0.6 1.2 -1.3 -0.39
O 2.131190 8.482420 -19.279500 -0.1 -0.7 0.3 -0.47
H 5.715010 8.893890 -24.258050 0.4 -0.2 0.0 0.37
H 2.850520 15.320340 -13.707170 0.0 0.2 0.2 0.30
O 5.984520 9.412700 -9.933950 -0.7 -0.7 0.0 -0.52
H 4.975080 8.192300 -17.438160 -0.1 0.5 0.1 0.29
C 13.719460 14.401000 -15.931490 -0.1 -0.5 1.6 -0.42
C 3.905800 17.928390 -9.492150 -0.2 1.7 -0.5 -0.56
H 6.460330 12.964670 -17.417580 -0.1 -0.2 -0.1 0.31
H 6.864040 19.645670 -15.117600 0.3 -0.5 -0.1 0.19
H 14.574720 15.076700 -15.922860 -0.1 0.2 -0.6 0.34
C 10.175400 19.212880 -10.660950 -0.8 -0.2 0.4 -0.66
O 4.935170 9.010840 -19.306040 0.4 -0.4 0.6 -0.47
H 2.550750 14.045210 -14.466160 -0.2 -0.2 -0.1 0.32
O 5.363570 6.945570 -11.522150 0.0 0.7 -0.7 -0.53
O 10.270650 10.572590 -21.080280 0.2 0.0 0.1 -0.63
H 4.262340 15.998220 -9.107470 0.3 -0.7 1.1 0.39
H 7.308890 17.664210 -8.428030 0.1 0.1 0.1 0.22
H 2.658690 8.996730 -19.894990 -0.4 0.2 -0.2 0.25
N 4.034380 10.793170 -24.387940 -0.8 0.6 0.7 -0.18
H 13.746030 13.981560 -14.925770 -0.1 -0.2 0.4 0.28
H 3.508370 7.837520 -11.656350 0.2 0.2 -0.4 0.31
C 5.260260 8.871930 -25.248410 -2.7 0.7 -0.3 -0.64
H 14.917700 12.910390 -16.821670 0.1 -0.3 0.0 0.27
O 8.608040 20.120620 -17.129270 0.6 0.0 0.6 -0.50
H 12.654220 12.049370 -17.601920 -0.3 -0.4 0.2 0.34
H 3.230650 19.855200 -11.226160 0.1 0.3 0.1 0.31
H 9.965480 19.466160 -11.700120 0.2 0.0 -0.2 0.22
H 7.778000 8.933030 -25.396660 0.2 0.0 -0.1 0.29
O 12.946740 12.239530 -16.707560 -0.5 -0.4 0.3 -0.51
O 6.203490 21.502580 -14.807500 -1.2 1.4 0.8 -0.50
H 1.826230 18.864130 -10.990370 -0.2 -0.3 0.0 0.33
H 6.048440 20.279220 -16.499470 -0.3 0.7 0.0 0.30
H 2.729690 18.843630 -12.538030 0.2 -0.7 0.1 0.25
O 8.962680 18.904350 -9.993520 0.1 0.4 0.1 -0.29
H 2.531670 11.765200 -25.537560 -0.2 -0.1 -0.3 0.37
H 9.077060 19.467050 -16.605360 0.1 -0.4 -0.3 0.29
H 4.523000 7.064360 -18.613620 -0.8 -0.1 -0.4 0.24
C 4.862510 9.311620 -10.819610 0.2 -0.6 -0.4 -0.23
H 8.065900 17.605340 -11.358460 0.0 0.1 -0.4 0.29
H 4.374370 18.876210 -9.227240 -0.6 0.7 -0.2 0.38
H 11.791190 14.503060 -16.121230 -0.1 -0.2 0.1 0.31
C 7.265940 9.009800 -26.355830 -0.7 0.7 -1.2 -0.72
H 10.560210 20.081240 -10.126180 0.2 0.0 -0.2 0.23
H 5.081600 17.141090 -7.888800 0.0 -0.4 -0.1 0.33
H 2.537340 7.870950 -17.288260 -0.8 -0.1 -0.3 0.29
H 4.337170 13.224830 -24.777150 0.3 0.4 0.3 0.38
C 4.862440 16.890000 -8.926590 -0.7 -1.4 -2.5 -0.72
H 8.737390 21.249490 -15.318480 0.4 -0.4 0.1 0.32
H 2.069250 11.413320 -23.860750 0.0 0.1 0.1 0.30
H 4.391150 9.066470 -20.095060 0.1 -0.3 -0.1 0.28
O 6.837640 13.692690 -16.923760 0.2 0.1 0.0 -0.65
C 8.118720 21.069460 -16.197650 -1.8 -0.7 -0.5 -0.58
H 5.532860 13.875810 -22.776550 0.4 0.4 -0.2 0.30
C 4.383150 7.857500 -11.006380 0.5 -0.9 0.7 -0.52
H 5.807150 16.746390 -10.698850 -0.2 -0.3 -0.3 0.31
C 7.042640 17.735840 -9.482590 -0.6 -0.6 0.6 -0.34
H 6.112450 14.025390 -16.394960 -0.2 0.1 0.2 0.33
H 8.959770 16.852630 -10.049620 -0.1 -0.3 0.2 0.31
O 3.673050 17.876220 -10.907730 0.7 -0.9 -0.6 -0.26
O 5.979400 9.603420 -26.210190 0.4 -0.4 0.7 -0.31
O 3.602300 13.316260 -22.737690 -0.4 -0.3 -2.0 -0.30
H 2.670670 9.584150 -17.712530 1.0 0.1 0.4 0.24